[1]
Molecular formula: C22H32N5O2SSiTi
Method: DFT, wB97M-V/def2-TZVPD

Summary:
ΔE to the lowest compared entry with this formula, charge and spin: 5.6 kcal per mole
Kohn-Sham gap (spin up / spin down): 4.60 / 6.63 eV
Charge: -1
HOMO level (spin up / spin down): -0.0704 / -0.1455 Eh
Spin multiplicity: 3
Energy: -76710.6931 eV

Last column: Mulliken spin population.
CARTESIAN COORDINATES (ANGSTROEM)
Ti (0.78, 1.05, 0.53)  1.70
N (3.50, 1.38, 4.24)  0.00
C (2.82, 1.27, 3.02)  0.02
S (1.10, 1.33, 3.07)  -0.02
N (3.60, 1.12, 1.99)  0.00
N (2.94, 0.94, 0.78)  0.00
C (3.76, 0.68, -0.19)  0.11
C (3.46, 0.45, -1.59)  0.02
C (4.54, 0.12, -2.42)  0.01
C (4.39, -0.12, -3.77)  -0.01
C (3.11, -0.02, -4.32)  0.03
C (2.03, 0.32, -3.54)  -0.02
C (2.15, 0.57, -2.15)  0.02
O (1.11, 0.89, -1.45)  0.01
H (2.98, 1.89, 4.93)  0.00
H (4.46, 1.67, 4.13)  0.00
H (4.82, 0.62, 0.08)  0.01
H (5.53, 0.04, -1.97)  0.00
H (5.24, -0.39, -4.38)  0.00
H (2.97, -0.20, -5.38)  0.00
H (1.03, 0.41, -3.96)  0.00
C (-0.28, 6.42, 1.19)  0.01
C (0.54, 5.83, 0.04)  0.01
C (0.69, 4.39, 0.17)  0.14
N (0.75, 3.25, 0.30)  -0.09
H (-0.37, 7.49, 1.07)  0.00
H (0.20, 6.21, 2.15)  0.00
H (-1.28, 5.97, 1.22)  0.00
H (1.54, 6.28, 0.01)  0.01
H (0.07, 6.04, -0.92)  0.01
C (-5.12, -0.81, 1.49)  0.00
Si (-4.53, 0.68, 0.50)  0.00
C (-5.35, 2.20, 1.23)  0.00
C (-5.17, 0.47, -1.25)  0.00
C (-2.75, 0.81, 0.54)  0.10
C (-1.52, 0.90, 0.59)  -0.07
H (-6.22, -0.88, 1.50)  0.00
H (-4.78, -0.74, 2.53)  0.00
H (-4.72, -1.73, 1.07)  0.00
H (-6.44, 2.12, 1.22)  0.00
H (-5.07, 3.09, 0.66)  0.00
H (-5.02, 2.35, 2.26)  0.00
H (-6.26, 0.39, -1.28)  0.00
H (-4.75, -0.42, -1.71)  0.00
H (-4.88, 1.33, -1.87)  0.00
O (0.68, -1.12, 0.55)  -0.03
C (0.44, -2.21, 0.06)  0.00
C (1.52, -3.12, -0.46)  0.00
C (1.68, -4.40, 0.38)  0.00
C (0.64, -5.48, 0.07)  0.00
C (-0.81, -5.10, 0.34)  0.00
C (-1.31, -3.92, -0.49)  0.00
N (-0.85, -2.63, -0.02)  0.01
H (2.44, -2.53, -0.43)  0.00
H (1.32, -3.38, -1.50)  0.00
H (1.64, -4.14, 1.44)  0.00
H (2.67, -4.81, 0.19)  0.00
H (0.89, -6.38, 0.65)  0.00
H (0.74, -5.76, -0.99)  0.00
H (-0.94, -4.86, 1.40)  0.00
H (-1.44, -5.96, 0.12)  0.00
H (-2.39, -3.89, -0.46)  0.00
H (-1.02, -4.07, -1.54)  0.00
H (-1.51, -1.93, 0.30)  -0.01


[2]
Molecular formula: C15H33ClN3O8P2S
Method: DFT, wB97M-V/def2-TZVPD

Summary:
Kohn-Sham gap: 6.89 eV
Charge: +1
HOMO level: -0.4597 Eh
Spin multiplicity: 1
Energy: -78863.3936 eV

Last column: Mulliken charge in e.
CARTESIAN COORDINATES (ANGSTROEM)
C (-3.48, -3.70, -2.79)  -0.63
C (-3.87, -2.27, -3.57)  0.61
O (-4.18, -2.37, -4.86)  -0.55
O (-3.89, -1.05, -2.75)  -0.24
C (-3.53, 0.15, -3.51)  -0.56
C (-1.93, 0.46, -3.63)  -0.65
C (-1.14, 0.51, -2.16)  -0.15
C (-0.84, -1.03, -1.68)  -0.38
N (0.61, -1.34, -1.37)  0.57
P (1.19, -0.51, 0.10)  0.65
O (1.87, -1.66, 1.01)  -0.70
C (1.52, -1.15, -2.55)  -0.79
N (1.15, -1.03, -3.87)  -0.08
N (3.03, -1.14, -2.25)  0.28
S (3.84, 0.15, -3.10)  -0.08
P (3.57, -2.77, -2.83)  0.30
O (3.77, -2.79, -4.56)  -0.43
Cl (2.04, -4.24, -2.43)  -0.15
H (-2.49, -3.48, -2.21)  0.13
H (-3.29, -4.58, -3.54)  0.28
H (-4.30, -3.96, -1.97)  0.29
H (-4.00, 1.07, -2.91)  0.32
H (-3.99, 0.22, -4.58)  0.36
H (-1.83, 1.52, -4.17)  0.33
H (-1.45, -0.32, -4.38)  0.20
H (-0.14, 1.10, -2.30)  0.34
H (-1.87, 1.08, -1.40)  0.23
H (-1.20, -1.74, -2.57)  -0.03
H (-1.57, -1.30, -0.77)  0.32
H (2.19, 0.52, -0.15)  0.08
H (0.14, 0.06, 0.93)  -0.06
H (0.85, -1.88, -4.44)  0.29
H (1.14, -0.10, -4.37)  0.29
H (4.57, -0.33, -4.20)  0.22
H (2.84, -2.89, -4.97)  0.32
O (4.37, 1.61, 0.72)  -0.60
C (4.22, 1.70, 1.93)  0.88
O (3.18, 2.38, 2.45)  -0.36
C (2.81, 2.37, 3.84)  -0.25
C (3.59, 3.42, 4.61)  -1.08
C (5.25, 1.13, 2.86)  -1.08
H (2.91, 1.37, 4.27)  0.37
H (1.74, 2.62, 3.88)  0.23
H (4.66, 3.22, 4.60)  0.28
H (3.26, 3.45, 5.66)  0.37
H (3.44, 4.41, 4.17)  0.32
H (6.05, 1.86, 3.01)  0.29
H (5.67, 0.22, 2.41)  0.31
H (4.85, 0.82, 3.83)  0.36
O (-2.59, 0.15, 0.60)  -0.39
C (-2.73, 0.24, 1.81)  0.70
O (-3.77, 0.93, 2.33)  -0.37
C (-4.14, 0.92, 3.72)  -0.42
C (-3.36, 1.97, 4.50)  -0.88
C (-1.70, -0.33, 2.75)  -1.05
H (-4.04, -0.08, 4.15)  0.37
H (-5.21, 1.16, 3.76)  0.30
H (-2.29, 1.76, 4.48)  0.21
H (-3.69, 2.00, 5.54)  0.36
H (-3.51, 2.95, 4.05)  0.30
H (-0.90, 0.40, 2.89)  0.19
H (-1.28, -1.24, 2.29)  0.40
H (-2.10, -0.63, 3.71)  0.34


[3]
Molecular formula: C4H11N5
Method: DFT, wB97M-V/def2-TZVPD

Summary:
ΔE to the lowest compared entry with this formula, charge and spin: 39.7 kcal per mole
Kohn-Sham gap: 9.21 eV
HOMO level: -0.3204 Eh
Spin multiplicity: 1
Energy: -11774.8288 eV

Last column: Mulliken charge in e.
CARTESIAN COORDINATES (ANGSTROEM)
H (-0.12, 1.78, 2.35)  0.24
N (0.32, 2.16, 1.51)  -0.74
C (-0.07, 1.61, 0.44)  0.52
C (0.54, 2.00, -0.86)  -1.27
C (-1.09, 0.48, 0.42)  -0.11
N (-1.69, 0.27, -0.81)  -0.65
N (-0.16, -0.88, 0.88)  -0.70
H (0.98, 1.13, -1.36)  0.37
H (-0.23, 2.38, -1.52)  0.29
H (1.31, 2.75, -0.70)  0.39
H (-1.82, 0.61, 1.23)  0.44
H (-2.49, -0.34, -0.74)  0.28
H (-0.98, -0.20, -1.46)  0.41
H (-0.78, -1.57, 1.31)  0.27
H (0.50, -0.59, 1.59)  0.35
N (0.29, -1.36, -1.78)  -0.77
C (0.63, -1.76, -0.71)  0.61
N (1.28, -2.79, -0.08)  -0.47
H (2.07, -3.13, -0.61)  0.29
H (1.51, -2.56, 0.89)  0.24


[4]
Molecular formula: C48H52F10N4OP2SZr
Method: DFT, wB97M-V/def2-TZVPD

Summary:
ΔE to the lowest compared entry with this formula, charge and spin: 0.0 kcal per mole
Kohn-Sham gap: 8.12 eV
HOMO level: -0.2806 Eh
Spin multiplicity: 1
Energy: -116500.8017 eV

Last column: Mulliken charge in e.
CARTESIAN COORDINATES (ANGSTROEM)
Zr (0.77, 0.12, 0.57)  -0.79
F (-3.65, -5.45, 0.48)  -0.41
C (-2.57, -4.70, 0.21)  0.60
C (-2.47, -3.42, 0.71)  -0.37
F (-3.44, -2.90, 1.46)  -0.46
C (-1.34, -2.68, 0.41)  -0.55
F (-1.27, -1.40, 0.89)  0.20
C (-0.28, -3.15, -0.34)  1.84
S (1.16, -2.19, -0.63)  -0.55
C (-0.42, -4.45, -0.83)  -0.14
F (0.55, -5.01, -1.56)  -0.42
C (-1.55, -5.21, -0.57)  0.27
F (-1.64, -6.46, -1.04)  -0.35
C (5.39, -1.70, 5.32)  -0.67
C (4.49, -2.76, 5.34)  -0.73
C (3.29, -2.66, 4.66)  -0.43
C (2.99, -1.50, 3.94)  -0.22
C (3.90, -0.45, 3.92)  0.16
C (5.10, -0.55, 4.62)  -0.89
P (1.42, -1.25, 3.07)  3.09
C (0.63, -2.89, 3.14)  0.17
C (-0.58, -3.11, 3.81)  -0.76
C (-1.17, -4.37, 3.78)  -0.73
C (-0.55, -5.41, 3.10)  -0.53
C (0.66, -5.20, 2.45)  -0.83
C (1.24, -3.94, 2.46)  -0.34
C (0.44, -0.26, 4.24)  -0.18
C (0.61, -0.41, 5.59)  -0.21
C (-0.22, 0.28, 6.50)  -1.07
C (-1.20, 1.10, 6.02)  -0.78
C (-1.38, 1.29, 4.63)  1.53
C (-2.40, 2.16, 4.15)  -1.06
C (-2.54, 2.36, 2.81)  -1.28
C (-1.67, 1.71, 1.90)  -0.14
C (-0.67, 0.85, 2.28)  2.37
C (-0.54, 0.62, 3.70)  -1.91
H (6.33, -1.79, 5.86)  0.38
H (4.72, -3.66, 5.88)  0.44
H (2.59, -3.48, 4.67)  0.40
H (3.68, 0.44, 3.36)  0.11
H (5.80, 0.27, 4.59)  0.46
H (-1.06, -2.31, 4.34)  0.27
H (-2.11, -4.53, 4.28)  0.39
H (-1.01, -6.39, 3.08)  0.40
H (1.14, -6.01, 1.91)  0.45
H (2.17, -3.77, 1.93)  0.45
H (1.37, -1.07, 5.98)  0.52
H (-0.08, 0.15, 7.56)  0.39
H (-1.86, 1.63, 6.70)  0.41
H (-3.04, 2.65, 4.87)  0.39
H (-3.31, 3.02, 2.44)  0.47
H (-1.80, 1.93, 0.84)  -0.13
N (-0.09, 1.14, -0.89)  0.83
P (-0.65, 0.94, -2.36)  -1.66
N (-1.91, -0.16, -2.41)  1.34
C (-2.38, -0.76, -3.67)  -0.23
C (-3.85, -0.44, -3.93)  -0.88
C (-4.74, -1.03, -2.84)  -0.95
C (-4.04, -0.96, -1.48)  -0.49
C (-2.97, 0.13, -1.44)  0.03
N (0.36, 0.46, -3.58)  1.08
C (0.77, -0.93, -3.82)  -0.28
C (0.94, -1.15, -5.32)  -0.89
C (1.97, -0.18, -5.88)  -0.93
C (1.59, 1.25, -5.53)  -0.89
C (1.39, 1.40, -4.03)  -0.43
N (-1.19, 2.43, -2.85)  0.68
C (-1.11, 3.61, -1.98)  0.41
C (-1.92, 4.76, -2.56)  -1.19
C (-1.43, 5.11, -3.97)  -0.84
C (-1.36, 3.85, -4.86)  -0.81
C (-1.86, 2.61, -4.13)  -0.51
H (-2.25, -1.85, -3.63)  0.32
H (-1.77, -0.39, -4.49)  0.07
H (-4.13, -0.83, -4.91)  0.55
H (-3.97, 0.65, -3.99)  0.02
H (-4.97, -2.07, -3.07)  0.38
H (-5.70, -0.50, -2.81)  0.34
H (-3.56, -1.91, -1.26)  -0.26
H (-4.75, -0.77, -0.67)  0.69
H (-2.53, 0.19, -0.45)  -0.73
H (-3.43, 1.11, -1.65)  0.36
H (0.04, -1.61, -3.39)  0.06
H (1.71, -1.12, -3.30)  0.17
H (-0.02, -1.00, -5.82)  0.30
H (1.24, -2.19, -5.50)  0.35
H (2.09, -0.30, -6.96)  0.50
H (2.95, -0.41, -5.43)  0.30
H (0.67, 1.53, -6.04)  0.26
H (2.37, 1.95, -5.86)  0.40
H (1.09, 2.41, -3.77)  0.49
H (2.32, 1.19, -3.49)  0.14
H (-0.07, 3.92, -1.86)  0.18
H (-1.48, 3.35, -0.98)  -0.40
H (-1.82, 5.62, -1.90)  0.48
H (-2.98, 4.50, -2.58)  0.31
H (-0.44, 5.55, -3.88)  0.37
H (-2.07, 5.87, -4.41)  0.36
H (-0.33, 3.68, -5.19)  0.10
H (-1.95, 3.99, -5.77)  0.55
H (-1.67, 1.73, -4.74)  0.19
H (-2.95, 2.67, -4.00)  0.44
C (2.56, 3.49, 3.17)  -1.78
C (1.85, 2.93, 1.98)  0.66
C (1.21, 3.85, 1.00)  -0.80
O (1.80, 1.71, 1.81)  1.45
H (1.87, 4.12, 3.74)  0.40
H (3.38, 4.14, 2.84)  0.41
H (2.94, 2.70, 3.80)  0.15
H (2.00, 4.46, 0.54)  0.49
H (0.54, 4.53, 1.54)  0.50
H (0.67, 3.30, 0.24)  -0.61
F (3.00, 1.97, -0.67)  -0.37
C (2.92, 0.62, -0.33)  0.37
F (2.97, -0.04, -1.55)  -0.33
C (4.30, 0.34, 0.29)  0.32
F (5.30, 0.49, -0.59)  -0.29
F (4.37, -0.91, 0.77)  -0.25
F (4.55, 1.18, 1.31)  -0.25


M values, unit g/mol, following the record order: 506.551 512.910 129.167 1076.190.